Formula: C4H9NO2
Source: the Open Molecules 2025 dataset
Level of theory: ωB97M-V/def2-TZVPD

```
16
Properties=species:S:1:pos:R:3:forces:R:3:mulliken_charge:R:1
C -1.243587 -0.039107 -1.654367 -1.7614 0.2487 0.1484 -1.02
C -0.884920 -1.196922 -0.768540 -0.4571 1.1512 -1.1422 0.82
C 0.060653 -2.114254 -1.248552 0.2471 0.4969 1.3447 -0.59
C 1.060684 1.588230 1.266587 0.5396 0.5356 -0.2551 0.04
O 2.258747 1.305202 1.119118 -0.5685 -0.2077 -0.1073 -0.54
O 0.160029 1.917060 0.457334 0.1001 -0.6069 0.1499 -0.54
N -1.525239 -1.261213 0.374950 0.8202 -1.0992 -0.0691 -0.47
H -2.345437 -0.024161 -1.651682 0.1501 -0.0027 0.0337 0.31
H -0.997013 0.925547 -1.193892 0.5763 -0.3032 -0.3017 0.24
H -1.015277 -0.165516 -2.712538 0.6548 0.1644 0.2262 0.36
H 0.733105 1.626446 2.343166 -0.1687 -0.1108 0.0371 0.43
H 0.357500 -2.960097 -0.635714 0.0028 -0.1172 -0.2676 0.27
H 0.600578 -1.841975 -2.143383 -0.0087 -0.3961 -0.1917 0.30
H 0.274654 -0.812496 1.746372 0.2024 -0.1416 0.1951 -0.22
H -1.210183 -2.115192 0.858392 -0.2559 0.2122 0.1410 0.34
H 0.745891 -1.364512 1.930764 -0.0731 0.1763 0.0585 0.25
```
Forces are in eV/Å.

LUMO: -4.8 eV
Charge: 0
Highest occupied orbital energy: -8.2 eV
Gap between HOMO and LUMO: 3.43 eV